{"formula": "C51H83F4NO21P3", "method": "the ωB97M-V functional and the def2-TZVPD basis", "homo_ev": -6.83, "charge": -1, "e_above_lowest_kj_mol": 0.00, "mol_weight_da": 1215.1, "fmax_ha_per_bohr": 0.06372, "elements": ["N", "O", "O", "O", "C", "O", "P", "O", "O", "C", "O", "C", "H", "H", "H", "H", "H", "H", "H", "H", "H", "C", "O", "P", "O", "O", "C", "O", "C", "H", "H", "H", "H", "H", "H", "H", "H", "H", "C", "O", "P", "O", "O", "C", "O", "C", "H", "H", "H", "H", "H", "H", "H", "H", "H", "F", "C", "C", "C", "C", "C", "C", "H", "H", "H", "H", "H", "F", "C", "C", "C", "C", "C", "C", "H", "H", "H", "H", "H", "F", "C", "C", "C", "C", "C", "C", "H", "H", "H", "H", "H", "F", "C", "C", "C", "C", "C", "C", "H", "H", "H", "H", "H", "C", "C", "O", "C", "H", "H", "H", "H", "H", "H", "C", "C", "O", "C", "H", "H", "H", "H", "H", "H", "C", "C", "O", "C", "H", "H", "H", "H", "H", "H", "C", "C", "O", "C", "H", "H", "H", "H", "H", "H", "C", "C", "O", "C", "H", "H", "H", "H", "H", "H", "C", "C", "O", "C", "H", "H", "H", "H", "H", "H"], "xyz": [[-0.610, -0.413, -0.524], [-0.898, -0.336, 0.701], [0.114, 0.408, -1.100], [-1.181, -1.327, -1.140], [3.239, 1.247, -8.287], [3.218, 2.237, -7.312], [2.575, 3.734, -7.564], [1.296, 3.844, -8.333], [2.511, 4.408, -6.113], [1.490, 4.075, -5.206], [3.819, 4.568, -8.156], [4.119, 4.435, -9.547], [2.486, 1.455, -9.047], [3.085, 0.279, -7.810], [4.212, 1.143, -8.768], [1.170, 5.008, -4.742], [1.935, 3.378, -4.495], [0.590, 3.660, -5.658], [3.544, 3.672, -10.074], [5.168, 4.147, -9.611], [3.984, 5.396, -10.043], [4.354, 3.784, 1.411], [4.566, 4.053, 0.082], [5.231, 2.978, -0.913], [5.287, 1.566, -0.357], [4.213, 2.984, -2.148], [2.910, 2.464, -1.877], [6.545, 3.705, -1.503], [7.843, 3.319, -1.050], [4.745, 4.542, 2.090], [4.921, 2.896, 1.693], [3.302, 3.668, 1.668], [2.644, 1.599, -2.485], [2.220, 3.288, -2.061], [2.654, 2.200, -0.851], [8.618, 3.452, -1.805], [7.939, 2.303, -0.669], [8.095, 4.004, -0.241], [-3.082, 0.101, 6.908], [-3.049, 1.556, 6.722], [-1.736, 2.315, 6.257], [-0.494, 1.995, 6.985], [-1.716, 2.040, 4.679], [-1.200, 0.845, 4.106], [-2.364, 3.845, 6.383], [-2.648, 4.409, 7.689], [-3.708, -0.351, 6.139], [-3.641, -0.144, 7.811], [-2.102, -0.377, 6.925], [-1.994, 0.334, 3.561], [-0.819, 0.067, 4.768], [-0.443, 0.963, 3.331], [-2.319, 3.694, 8.443], [-3.706, 4.636, 7.821], [-2.086, 5.324, 7.880], [3.518, -5.892, -2.520], [3.498, -4.620, -2.164], [4.674, -3.944, -2.038], [4.716, -2.573, -1.776], [3.536, -1.854, -1.522], [2.325, -2.579, -1.592], [2.310, -3.975, -1.872], [5.579, -4.514, -2.186], [5.646, -2.024, -1.772], [3.598, -0.788, -1.363], [1.394, -2.056, -1.431], [1.377, -4.520, -1.870], [-1.135, -7.830, -2.524], [-1.173, -7.006, -1.446], [-1.369, -5.658, -1.637], [-1.447, -4.836, -0.518], [-1.316, -5.393, 0.789], [-1.158, -6.765, 0.962], [-1.071, -7.574, -0.185], [-1.456, -5.294, -2.650], [-1.603, -3.772, -0.615], [-1.364, -4.786, 1.681], [-1.110, -7.253, 1.925], [-0.950, -8.648, -0.178], [-2.363, 5.933, 2.165], [-1.627, 5.136, 1.350], [-1.576, 5.424, 0.006], [-0.837, 4.668, -0.882], [-0.196, 3.518, -0.465], [-0.216, 3.201, 0.926], [-0.932, 4.001, 1.801], [-2.151, 6.282, -0.310], [-0.789, 5.063, -1.886], [0.326, 2.990, -1.249], [0.218, 2.271, 1.261], [-1.025, 3.701, 2.835], [-2.890, -3.270, 2.651], [-3.268, -3.094, 3.951], [-2.380, -3.327, 4.988], [-2.785, -3.334, 6.327], [-4.120, -3.061, 6.591], [-5.073, -2.861, 5.618], [-4.626, -2.909, 4.267], [-1.375, -3.600, 4.699], [-2.033, -3.398, 7.100], [-4.489, -2.989, 7.604], [-6.117, -2.720, 5.854], [-5.288, -2.762, 3.427], [1.237, -2.146, 1.896], [2.405, -1.258, 2.358], [3.130, -1.639, 3.289], [2.675, 0.052, 1.572], [0.328, -1.884, 2.437], [1.348, -3.225, 2.002], [1.194, -1.846, 0.849], [3.076, -0.175, 0.585], [3.479, 0.586, 2.080], [1.741, 0.614, 1.569], [-4.821, -0.034, 1.945], [-4.931, 1.461, 1.715], [-5.983, 1.972, 1.468], [-3.645, 2.297, 1.579], [-3.887, -0.379, 1.501], [-5.701, -0.540, 1.548], [-4.835, -0.256, 3.012], [-2.830, 1.766, 1.087], [-3.216, 2.601, 2.533], [-3.903, 3.228, 1.075], [1.340, -3.646, 6.183], [1.054, -2.270, 6.736], [0.618, -2.158, 7.840], [1.271, -1.075, 5.938], [2.415, -3.802, 6.276], [1.168, -3.744, 5.111], [0.803, -4.454, 6.680], [0.837, -1.428, 5.003], [2.335, -0.891, 5.795], [0.844, -0.149, 6.324], [1.835, -0.293, -5.068], [1.289, -1.638, -5.457], [1.892, -2.426, -6.228], [-0.081, -2.033, -4.938], [2.041, -0.242, -3.999], [1.092, 0.452, -5.354], [2.686, -0.076, -5.713], [-0.168, -3.111, -5.078], [-0.840, -1.585, -5.580], [-0.289, -1.722, -3.914], [-4.675, -2.148, -1.064], [-4.770, -2.204, -2.575], [-5.804, -1.969, -3.166], [-3.568, -2.650, -3.357], [-4.336, -3.080, -0.612], [-5.543, -1.764, -0.528], [-3.828, -1.520, -0.788], [-2.882, -3.268, -2.778], [-3.106, -1.755, -3.772], [-3.895, -3.161, -4.263], [-3.120, 1.852, -2.041], [-2.457, 2.499, -3.305], [-2.907, 3.467, -3.912], [-1.352, 1.619, -3.887], [-3.508, 0.868, -2.304], [-3.973, 2.497, -1.830], [-2.407, 1.868, -1.217], [-0.581, 1.534, -3.121], [-1.019, 2.076, -4.819], [-1.524, 0.550, -4.008]], "forces_ev_per_angstrom": [[-1.895, -0.394, 1.178], [0.846, 0.974, -0.095], [0.604, 0.096, 0.113], [0.332, -0.508, -1.231], [-0.106, -0.971, -0.941], [-0.804, 2.510, 0.983], [-0.386, 0.335, 0.000], [1.886, -0.840, 0.754], [1.005, -0.553, -1.994], [-0.561, -0.077, 0.707], [-0.955, -0.459, 0.284], [0.582, 0.008, -0.159], [-0.113, -0.329, -0.046], [-0.406, 0.051, -0.031], [0.208, 0.449, -0.037], [0.188, -0.127, 0.281], [-0.381, 0.068, 0.233], [0.192, -0.184, -0.302], [-0.280, 0.060, 0.208], [0.031, 0.068, -0.056], [-0.111, -0.057, 0.076], [0.297, -0.883, 2.500], [0.733, 0.317, -2.140], [-1.151, -2.426, 0.221], [0.895, 2.824, -0.505], [1.077, 0.266, 0.411], [-1.276, 0.610, 0.124], [-1.188, -1.142, -0.026], [0.735, 0.390, 0.902], [0.058, 0.570, -0.454], [-0.382, -0.352, 0.098], [-0.093, -0.156, -0.336], [0.429, 0.123, -0.213], [-0.025, -0.078, -0.447], [0.814, -0.163, 0.287], [-0.552, 0.099, -0.433], [-0.554, -0.082, -0.140], [0.136, -0.064, 0.138], [-0.603, 0.339, -0.211], [-0.051, -1.455, 0.693], [-0.944, 1.088, 0.238], [-0.711, 0.251, -0.470], [0.448, 0.887, 0.542], [-0.228, -1.513, -0.860], [1.019, -1.231, -0.521], [0.607, -0.768, 0.191], [0.316, 0.241, -0.465], [0.382, 0.417, 0.328], [0.062, 0.288, 0.072], [-0.426, 0.251, 0.035], [0.007, 0.607, 0.649], [0.174, 0.874, 0.232], [-0.224, 0.034, 0.195], [-0.014, -0.287, -0.385], [0.148, -0.014, -0.533], [-0.106, -1.059, -0.143], [-0.828, 1.438, 0.812], [1.315, 0.578, -0.259], [-0.768, 0.143, 0.288], [-0.114, -1.637, -0.824], [0.778, -0.497, 0.017], [-0.227, 1.272, 0.022], [0.220, 0.096, -0.131], [0.213, -0.202, 0.089], [-0.218, 0.041, 0.069], [-0.218, -0.078, 0.020], [-0.115, -0.003, -0.120], [0.089, 0.183, 0.155], [-0.113, -0.374, 0.591], [-0.012, 0.284, 0.154], [0.235, -0.671, 1.256], [-0.158, -0.089, -0.727], [0.105, -0.260, -1.436], [-0.105, 0.197, -0.267], [-0.038, 0.198, -0.031], [0.083, 0.185, -0.081], [-0.077, 0.308, -0.208], [0.059, 0.242, 0.171], [0.026, -0.101, 0.374], [0.394, -0.580, -0.094], [0.762, -1.073, -0.571], [-0.685, 1.035, 0.613], [-0.175, 0.199, 0.228], [0.188, 0.603, 0.732], [-0.433, 0.134, -1.749], [-0.488, 0.515, 0.593], [0.074, 0.159, -0.275], [0.029, -0.448, -0.295], [0.090, -0.588, 0.540], [0.089, 0.003, 0.075], [0.098, 0.082, 0.199], [-0.222, 0.525, 1.052], [-1.440, -0.799, 0.893], [0.576, -0.374, -0.297], [-0.154, 0.890, -1.213], [-0.397, -0.033, 1.208], [1.265, -0.317, -2.238], [0.182, 0.424, 0.007], [0.297, 0.133, 0.164], [-0.097, -0.282, 0.152], [0.286, -0.144, 0.326], [0.031, 0.098, -0.029], [-0.292, -0.060, 0.041], [0.719, 1.093, -0.360], [1.268, -1.461, 1.373], [-1.039, 1.057, -1.469], [0.182, -1.034, 1.300], [-0.146, 0.371, -0.315], [0.635, 0.156, 0.092], [-0.918, -0.512, -0.043], [-0.526, -0.014, -0.112], [-0.200, 0.094, 0.157], [0.072, 0.111, -0.485], [0.035, 0.280, 0.277], [1.434, -0.090, -0.755], [-1.229, 0.468, 0.135], [-0.276, -0.126, 0.466], [-0.047, -0.321, 0.089], [0.122, 0.115, -0.256], [0.329, 0.098, 0.181], [-0.161, -0.120, -0.233], [-0.248, -0.204, 0.369], [0.043, -0.178, -0.200], [0.434, -0.130, -0.763], [-0.134, -0.657, 0.505], [-0.919, -0.308, 2.181], [0.553, 0.300, -1.382], [0.123, -0.161, 0.162], [-0.104, 0.254, -0.111], [0.046, 0.331, 0.310], [0.203, 0.910, -0.692], [0.076, -0.204, -0.386], [-0.302, -0.360, 0.195], [-0.015, -0.128, -0.988], [0.869, -2.243, -1.582], [-1.304, 2.295, 1.940], [0.318, -0.228, -0.287], [0.037, 0.055, -0.058], [-0.269, 0.141, 0.383], [0.319, -0.097, 0.521], [-0.066, 0.019, 0.264], [-0.035, 0.233, -0.093], [0.140, -0.022, 0.103], [0.771, 0.429, 0.287], [-0.937, -0.682, 0.275], [0.071, 0.282, 0.232], [0.046, 0.069, -0.396], [-0.296, -0.430, -0.286], [-0.182, -0.167, -0.502], [0.205, 0.388, -0.157], [0.155, 0.319, -0.087], [0.501, 0.114, 0.424], [-0.209, -0.303, 0.217], [0.004, 1.926, -1.147], [-1.455, -1.610, -0.835], [0.931, -1.038, 1.318], [0.434, 0.863, 0.308], [0.403, -0.135, 0.115], [-0.017, -0.071, 0.389], [-0.081, -0.384, 0.015], [0.511, 0.449, -0.020], [0.265, -0.176, 0.076], [-0.936, 0.091, -0.154]]}